*1*
Below is a structure of composition C3H7N3, with properties calculated with the ωB97M-V functional and the def2-TZVPD basis.

Last column: natural (NBO) charge in e.
CARTESIAN COORDINATES (ANGSTROEM)
C 0.12715 -0.40963 0.29560  -0.23
C -0.41276 0.84807 -0.11094  -0.08
C 1.40363 -0.01562 -0.20676  0.32
N -0.48814 -1.70569 0.02060  -0.83
N -1.82430 0.97685 -0.11362  -0.80
N 2.53733 0.46667 -0.02642  -0.67
H 0.78719 -0.53940 1.28996  0.15
H 0.05006 1.82861 -0.10116  0.22
H -0.28422 -2.36775 0.76830  0.38
H -0.17046 -2.12183 -0.85026  0.37
H -2.35010 0.12406 -0.26915  0.40
H -2.26184 1.86136 0.09713  0.39
H 2.88645 1.05429 -0.79328  0.38

- orbital gap (spin up / spin down) (eV) = 7.24 / 6.84
- spin multiplicity = 1

=====

*2*
Below is a cluster of 2 separate species, C3H7N3 in total, with properties calculated with the ωB97M-V functional and the def2-TZVPD basis.

Last column: natural (NBO) charge in e.
CARTESIAN COORDINATES (ANGSTROEM)
N -2.01337 -0.43053 -0.09436  -0.87
C -0.87684 0.48589 -0.03251  -0.35
C 0.40504 -0.13113 0.43310  0.13
N 0.39334 -1.42634 0.48039  -0.71
C 2.72263 1.25008 -0.29117  0.00
N 3.66451 1.77410 -0.71796  -0.41
H -2.75024 -0.12932 0.53121  0.37
H -2.40469 -0.48469 -1.02552  0.37
H -1.06998 1.37293 0.58500  0.22
H -0.62449 0.89530 -1.02436  0.23
H 1.77200 0.70491 0.17502  0.22
H -0.46308 -1.95087 0.28451  0.40
H 1.24517 -1.93032 0.69665  0.40

- orbital gap (eV) = 9.51
- spin multiplicity = 1

=====

If we sort the structures by their calculated energies, the order from most to least stable is *2*, *1*.

=====

*1*
Below is an isolated molecule of Cl2HNS, with properties calculated with the ωB97M-V functional and the def2-TZVPD basis.

Last column: natural (NBO) charge in e.
CARTESIAN COORDINATES (ANGSTROEM)
S 0.01978 -0.98485 0.84824  0.24
N 0.16499 0.26564 -0.28024  -0.64
Cl 1.66268 1.06626 -0.11797  0.17
Cl -1.18337 1.43804 -0.40462  0.10
H -0.66408 -1.78510 -0.04541  0.13

- orbital gap (eV) = 8.81
- structure (SMILES) = SN(Cl)Cl
- spin multiplicity = 1

=====

*2*
Below is an isolated molecule of Cl2HNS, with properties calculated with the ωB97M-V functional and the def2-TZVPD basis.

Last column: natural (NBO) charge in e.
CARTESIAN COORDINATES (ANGSTROEM)
N -0.09162 0.12812 -0.89723  -0.89
S -1.91000 0.00476 -0.81262  0.87
Cl -2.63509 1.50231 0.34533  -0.11
Cl -2.46485 -1.72111 0.26388  -0.21
H 0.20684 0.84028 -0.12865  0.35

- orbital gap (spin up / spin down) (eV) = 8.33 / 8.33
- spin multiplicity = 1

=====

If we sort the structures by their calculated energies, the order from most to least stable is *2*, *1*.

=====

*1*
Below is a cluster of 2 separate species, C3H3N3O in total, with properties calculated with the ωB97M-V functional and the def2-TZVPD basis.

Last column: natural (NBO) charge in e.
CARTESIAN COORDINATES (ANGSTROEM)
N -1.02242 -1.08586 -1.51588  -0.59
C -0.55424 -0.25991 -0.77692  0.55
C -0.32785 0.73553 0.07381  -0.60
C -0.37160 0.44929 1.50069  0.41
O -0.22815 -0.65503 1.98765  -0.56
H -0.53593 -1.81870 -2.01314  0.41
H -0.18560 1.73780 -0.30951  0.26
H -0.60235 1.33228 2.12739  0.12
N 1.83244 -0.66473 -0.84810  -0.03
N 1.99570 0.22933 -0.22598  0.03

- orbital gap (eV) = 9.49
- structure (SMILES) = N=C=CC=O.N#N
- spin multiplicity = 1

=====

*2*
Below is an isolated molecule of C3H3N3O, with properties calculated with the ωB97M-V functional and the def2-TZVPD basis.

Last column: natural (NBO) charge in e.
CARTESIAN COORDINATES (ANGSTROEM)
O 2.55430 0.36895 -0.11868  -0.49
C 1.57298 -0.28401 0.05613  0.55
N 0.36012 0.20282 0.67326  -0.30
C -0.26106 1.05564 -0.22956  0.23
N -1.43060 0.62118 -0.57710  -0.46
C -1.53710 -0.54792 0.15638  0.17
N -0.51664 -0.84077 0.90369  -0.27
H 1.37621 -1.29050 -0.34192  0.14
H 0.26331 1.93195 -0.59350  0.23
H -2.38153 -1.21733 0.07130  0.21

- orbital gap (eV) = 11.53
- structure (SMILES) = O=Cn1cncn1
- spin multiplicity = 1

=====

*3*
Below is a cluster of 2 separate species, C3H3N3O in total, with properties calculated with the ωB97M-V functional and the def2-TZVPD basis.

Last column: natural (NBO) charge in e.
CARTESIAN COORDINATES (ANGSTROEM)
C -2.77388 -1.03573 0.07804  0.32
C -1.79654 1.70688 0.18438  0.35
C 0.01063 0.22250 0.30796  0.03
N -3.21395 -1.97433 -0.37692  -0.44
N -2.30634 2.64308 -0.27817  -0.23
N -1.20940 0.73677 0.77876  -0.27
O 0.14636 0.12468 -1.04631  -0.66
H 0.10365 -0.82654 0.53251  0.22
H 0.63933 0.69376 0.98062  0.21
H 0.20188 1.05594 -1.37484  0.47

- orbital gap (spin up / spin down) (eV) = 8.25 / 7.63
- spin multiplicity = 1

=====

If we sort the structures by their calculated energies, the order from most to least stable is *2*, *1*, *3*.

=====

*1*
Below is a cluster of 2 separate species, C3H3N3O in total, with properties calculated with the ωB97M-V functional and the def2-TZVPD basis.

Last column: natural (NBO) charge in e.
CARTESIAN COORDINATES (ANGSTROEM)
N -1.55618 -1.16305 1.02698  -0.61
C -1.02870 -0.31871 0.33458  0.50
C -0.63832 0.76488 -0.32604  -0.57
C 0.70578 1.32338 -0.54498  0.40
O 0.91707 2.41649 -1.02693  -0.53
H -1.53714 -2.15638 0.79771  0.40
H -1.47891 1.25605 -0.79565  0.27
H 1.52477 0.63214 -0.30048  0.12
N 1.08739 -1.68250 0.42075  -0.01
N 2.00424 -1.07230 0.41407  0.01

- orbital gap (eV) = 9.86
- structure (SMILES) = N=C=CC=O.N#N
- spin multiplicity = 1

=====

*2*
Below is a cluster of 2 separate species, C3H3N3O in total, with properties calculated with the ωB97M-V functional and the def2-TZVPD basis.

Last column: natural (NBO) charge in e.
CARTESIAN COORDINATES (ANGSTROEM)
C -0.63371 1.85770 -1.01068  0.16
C 0.65607 1.46400 -0.73518  0.18
C 0.39292 -0.43965 0.41252  0.65
N -1.77703 2.02584 -1.15254  -0.26
N 1.84263 1.74506 -0.65610  -0.52
N -0.73399 -1.11109 0.37642  -0.84
O 1.50606 -0.72528 0.80244  -0.59
H 2.24355 1.21633 0.04457  0.39
H -1.54863 -0.84974 -0.21793  0.42
H -0.78463 -2.13876 0.41163  0.41

- orbital gap (spin up / spin down) (eV) = 8.38 / 8.38
- spin multiplicity = 1

=====

If we sort the structures by their calculated energies, the order from most to least stable is *1*, *2*.

=====

*1*
Below is an isolated molecule of C3H3N3O, with properties calculated with the ωB97M-V functional and the def2-TZVPD basis.

Last column: natural (NBO) charge in e.
CARTESIAN COORDINATES (ANGSTROEM)
O -2.44753 0.27663 -0.02928  -0.47
N -1.51576 -0.67682 0.16641  0.02
C -0.22502 -0.31216 -0.10729  0.33
N 0.84611 -1.21919 -0.03631  -0.39
C 1.90470 -0.46558 -0.00241  0.02
C 1.52021 1.01078 0.07398  0.04
N 0.26561 1.10357 -0.09659  -0.45
H -1.97091 1.07436 -0.08872  0.47
H 2.96570 -0.93964 -0.06681  0.22
H 2.21438 1.80108 0.36956  0.21

- orbital gap (eV) = 8.60
- structure (SMILES) = ON=C1N=CC=N1
- spin multiplicity = 1

=====

*2*
Below is an isolated molecule of C3H3N3O, with properties calculated with the ωB97M-V functional and the def2-TZVPD basis.

Last column: natural (NBO) charge in e.
CARTESIAN COORDINATES (ANGSTROEM)
O 3.03223 -1.14942 1.27935  -0.49
C 2.13239 -1.20867 0.48943  0.51
N 0.77617 -0.92490 0.86340  -0.26
C -2.07074 1.71453 -1.36704  0.08
N -1.61212 0.93039 -0.57773  -0.25
C -1.09728 0.02536 0.18374  0.02
N 0.21057 -0.33251 -0.08920  -0.15
H 2.25313 -1.49267 -0.57280  0.11
H -1.97733 2.79338 -1.24831  0.21
H -1.64702 -0.35550 1.03916  0.21

- orbital gap (spin up / spin down) (eV) = 7.88 / 7.88
- spin multiplicity = 1

=====

If we sort the structures by their calculated energies, the order from most to least stable is *1*, *2*.

=====

*1*
Below is an isolated molecule of C3H3N3O, with properties calculated with the ωB97M-V functional and the def2-TZVPD basis.

Last column: natural (NBO) charge in e.
CARTESIAN COORDINATES (ANGSTROEM)
O 2.16760 -1.08867 -0.28753  -0.48
C 1.12845 -0.56461 -0.05045  0.76
N -0.01536 -1.20681 0.48450  -0.41
C -1.21912 -0.76520 -0.03275  -0.04
C -1.18172 0.58370 -0.05727  -0.08
N -0.08609 0.87910 0.79434  -0.08
N 0.95615 0.92811 -0.08746  -0.51
H -1.98042 -1.47129 -0.35693  0.22
H -1.54898 1.34540 -0.73806  0.23
H 1.77948 1.36027 0.33163  0.39

- orbital gap (spin up / spin down) (eV) = 8.56 / 8.17
- structure (SMILES) = O=c1nccn[nH]1
- spin multiplicity = 1

=====

*2*
Below is an isolated molecule of C3H3N3O, with properties calculated with the ωB97M-V functional and the def2-TZVPD basis.

Last column: natural (NBO) charge in e.
CARTESIAN COORDINATES (ANGSTROEM)
N -2.15254 -0.74402 0.56513  -0.68
C -1.31521 -0.80953 -0.32632  0.63
N -0.41521 -0.87004 -1.16614  -0.36
N 0.17350 0.37220 -1.41082  -0.15
C 0.90879 0.83627 -0.47899  -0.06
C 1.40436 0.13855 0.75705  0.35
O 1.48490 -1.05924 0.88079  -0.46
H -3.10585 -0.54233 0.26653  0.40
H 1.24832 1.85816 -0.63674  0.20
H 1.76895 0.81996 1.54950  0.12

- orbital gap (eV) = 8.98
- structure (SMILES) = N=C=N/N=C\C=O
- spin multiplicity = 1

=====

If we sort the structures by their calculated energies, the order from most to least stable is *2*, *1*.